Record 1
The following is a DFT calculation (ωB97M-V with the def2-TZVPD basis set) of a molecular structure, C17H23AuNOSSb in a non-equilibrium geometry.

```
! wB97M-V def2-TZVPD RIJCOSX def2/J DEFGRID3
* xyz 2 1
Au 0.6902 -0.4378 0.3187
C -2.5416 -0.7569 -0.1392
C -2.0081 -2.1443 -0.1115
C -2.8558 -3.2633 -0.1207
C -2.3069 -4.5202 -0.1108
C -0.9046 -4.6746 -0.1134
C -0.2786 -5.9399 -0.1044
C 1.1014 -6.0463 -0.1218
C 1.8859 -4.9034 -0.1467
C 1.3154 -3.6207 -0.1558
S 2.3644 -2.2814 -0.3074
C -0.1159 -3.4923 -0.1114
N -0.6905 -2.2823 -0.0807
H -3.6270 -0.7517 -0.1637
H -2.1679 -0.2408 -1.0245
H -2.2016 -0.2077 0.7387
H -3.9241 -3.1258 -0.1272
H -2.9319 -5.4011 -0.1111
H -0.8959 -6.8261 -0.0722
H 1.5735 -7.0194 -0.1224
H 2.9640 -4.9839 -0.1591
O 0.7043 -0.7754 3.2338
C 0.3298 -0.0374 2.4660
C 2.7881 3.5214 1.6658
C 2.4953 3.4462 0.1843
Sb 0.7104 2.2627 -0.2988
C 0.4572 2.4209 -2.4664
C 0.5084 3.8644 -2.9202
C -1.0295 3.3514 0.5010
C -1.2535 3.2340 1.9895
H 3.6647 4.1506 1.8203
H 3.0100 2.5435 2.0906
H 1.9628 3.9691 2.2163
H 3.3248 3.0061 -0.3694
H 2.2771 4.4367 -0.2197
H -0.5059 1.9672 -2.7020
H 1.2497 1.8318 -2.9271
H -0.2765 4.4667 -2.4666
H 0.3526 3.8873 -3.9980
H 1.4758 4.3222 -2.7239
H -1.8930 3.0040 -0.0662
H -0.8171 4.3849 0.2255
H -1.5128 2.2206 2.2896
H -2.0845 3.8828 2.2677
H -0.3844 3.5583 2.5563
*
```

Summary:
E_tot = -42587.25972 eV
E_HOMO (spin up / spin down) = -14.20 / -14.22 eV
Kohn-Sham gap (spin up / spin down) = 3.8 / 3.9 eV

***

Record 2
The following is a DFT calculation (ωB97M-V with the def2-TZVPD basis set) of 2 unconnected molecules or ions with the total composition C9H24NSi2 in a non-equilibrium geometry.

```
! wB97M-V def2-TZVPD RIJCOSX def2/J DEFGRID3
* xyz 1 1
C -1.3172 -0.8096 -1.4994
C -1.2074 -0.3421 -2.8791
C 2.5699 -0.6266 -0.1527
C 2.4178 1.5629 -1.5753
C 2.4954 1.7302 0.8141
C -0.9706 -3.2519 0.9309
C -3.1644 -0.9072 1.3587
C -0.9740 2.1150 2.0081
C 1.9350 0.8690 -0.3019
N -0.8583 -0.3689 -0.4098
Si -1.3544 -1.3620 1.1483
Si 0.0779 1.2110 -0.3504
H -2.0498 -1.7198 -1.3504
H -0.4718 0.3957 -3.0333
H -2.2498 0.2696 -3.1362
H -1.2754 -1.1577 -3.4825
H 3.4760 -0.5623 0.4667
H 1.8114 -1.1719 0.3824
H 2.7112 -1.0483 -1.1197
H 1.9522 2.5175 -1.7109
H 2.1638 0.8789 -2.4417
H 3.5009 1.6765 -1.5436
H 1.8169 2.1931 1.5452
H 3.2394 1.1405 1.3988
H 3.0703 2.6175 0.4746
H -1.1691 -3.5938 -0.0829
H 0.0068 -3.3530 1.1219
H -1.4900 -3.9514 1.6271
H -3.3572 -0.5061 2.3378
H -3.6562 -0.4243 0.6258
H -3.6840 -1.7759 1.4636
H -0.5678 3.1660 2.2903
H -2.1001 2.1242 1.7877
H -0.6941 1.1522 2.5570
H -0.2444 -0.8723 2.2035
H -0.3889 2.1853 -1.4727
*
```

Summary:
E_tot = -26958.33098 eV
E_HOMO = -11.98 eV
Kohn-Sham gap = 8.1 eV

***

Record 3
The following is a DFT calculation (ωB97M-V with the def2-TZVPD basis set) of C7H9N in the gas phase in a non-equilibrium geometry.

```
! wB97M-V def2-TZVPD RIJCOSX def2/J DEFGRID3
* xyz 0 1
C -1.4877 -1.2876 -0.8243
C -1.7504 -0.5532 0.3075
C -0.4969 0.0447 0.6318
C -0.1936 1.4682 0.5085
N 1.2911 1.4421 0.5933
C 1.8109 0.2654 -0.0527
C 0.5868 -0.5398 -0.2784
C -0.0683 -1.3596 -1.0860
H -2.1810 -1.9917 -1.1319
H -2.6514 -0.6011 0.9016
H -0.4103 -0.3621 1.6665
H -0.5338 2.1560 1.2769
H -0.6696 1.8623 -0.3284
H 1.7194 2.3351 0.4944
H 2.5291 -0.2611 0.7006
H 2.3388 0.4458 -1.0550
H 0.4170 -1.9062 -1.9164
*
```

Summary:
E_tot = -8892.46774 eV
SMILES string = C1=C[C@@H]2CNCC2=C1
E_HOMO = -8.28 eV
Kohn-Sham gap = 9.3 eV

***

Record 4
The following is a DFT calculation (ωB97M-V with the def2-TZVPD basis set) of a molecular structure, C4H6NO3 in a non-equilibrium geometry.

```
! wB97M-V def2-TZVPD RIJCOSX def2/J DEFGRID3
* xyz -1 1
O -1.9819 -0.6113 -0.8967
C -0.8614 -0.7518 -0.3100
C -0.6347 0.1839 0.8951
C -1.1964 1.5842 0.6584
N 0.8219 0.2505 1.1198
C 1.3434 -0.2762 -0.1700
O 0.3747 -0.3491 -1.0968
O 2.4804 -0.5789 -0.4028
H -0.6679 -1.8212 -0.0628
H -1.2266 -0.2269 1.7082
H -1.1279 2.1528 1.5760
H -0.6506 2.1590 -0.0988
H -2.2352 1.5370 0.3726
H 1.2587 0.9378 0.3496
*
```

Summary:
E_tot = -11876.99537 eV
E_HOMO = -3.50 eV
Kohn-Sham gap = 7.6 eV

***

Record 5
The following is a DFT calculation (ωB97M-V with the def2-TZVPD basis set) of a molecular structure, C23H18BrCsNO2S in a non-equilibrium geometry.

```
! wB97M-V def2-TZVPD RIJCOSX def2/J DEFGRID3
* xyz -1 1
Cs 0.0339 0.4848 0.1568
O -1.2798 2.0862 -0.9964
N -2.3721 2.1050 -1.7135
C -2.9084 3.2948 -2.0574
C -4.0377 3.4153 -2.8275
C -4.6649 2.2481 -3.2665
C -4.1266 1.0350 -2.9128
C -2.9563 0.9220 -2.1288
S -2.2716 -0.5665 -1.7170
H -2.3669 4.1472 -1.6747
H -4.4170 4.3968 -3.0743
H -5.5583 2.3032 -3.8765
H -4.5801 0.1077 -3.2288
Br 0.4686 -2.5032 1.1811
C -0.5036 -2.8055 2.8088
C -0.3309 -4.0221 3.4088
C -1.0276 -4.3114 4.5974
C -1.8727 -3.3823 5.1347
C -2.0595 -2.1227 4.5160
C -2.9411 -1.1632 5.0611
C -3.1121 0.0439 4.4378
C -2.3990 0.3423 3.2538
C -1.5080 -0.5309 2.6600
C -1.3553 -1.7899 3.3106
H 0.3319 -4.7541 2.9670
H -0.8885 -5.2763 5.0712
H -2.4215 -3.5987 6.0470
H -3.4780 -1.4053 5.9735
H -3.7996 0.7736 4.8596
H -2.5801 1.3169 2.7960
C 1.6229 2.0648 3.5756
C 2.6036 1.6616 2.5029
O 2.2163 1.0892 1.5062
C 4.0426 1.9657 2.6995
C 4.9456 1.5770 1.7053
C 6.2959 1.8377 1.8298
C 6.7762 2.4949 2.9564
C 5.8904 2.8843 3.9509
C 4.5365 2.6236 3.8268
H 0.6227 1.7446 3.2876
H 1.6400 3.1475 3.7166
H 1.8850 1.5900 4.5223
H 4.5494 1.0652 0.8382
H 6.9813 1.5296 1.0504
H 7.8338 2.7006 3.0591
H 6.2614 3.3954 4.8305
H 3.8630 2.9356 4.6140
*
```

Summary:
E_tot = -111152.39900 eV
E_HOMO = -3.27 eV
Kohn-Sham gap = 5.2 eV

***

Record 6
The following is a DFT calculation (ωB97M-V with the def2-TZVPD basis set) of a molecular structure, C22H23F6I2N7O7S2Yb in a non-equilibrium geometry.

```
! wB97M-V def2-TZVPD RIJCOSX def2/J DEFGRID3
* xyz 1 2
Yb 7.6398 10.5214 11.2207
O 4.2556 8.4686 13.1015
C 5.2621 9.0866 12.8191
N 6.0698 9.0455 11.7135
C 5.7217 7.9847 10.7848
C 6.8918 7.7125 9.8774
C 6.9486 6.7402 8.9223
C 8.1217 6.4847 8.1921
C 9.2498 7.2488 8.4263
C 9.1406 8.2185 9.3597
N 7.9954 8.4324 10.0797
C 5.7253 10.1098 13.8153
C 5.0749 10.3576 14.9137
C 5.5390 11.3006 15.9119
C 6.4997 12.1707 15.6147
C 7.2260 12.1072 14.3160
N 6.8136 10.9304 13.4436
H 4.8378 8.2565 10.2585
H 5.4156 7.0391 11.3093
H 6.1013 6.0496 8.8222
H 8.1374 5.6453 7.5124
H 10.2406 7.1845 7.9982
H 10.0120 8.7531 9.6271
H 4.1834 9.7522 15.1004
H 4.9752 11.2565 16.8300
H 6.7385 12.9324 16.3481
H 7.0321 13.0330 13.7932
C 4.3567 12.2773 8.2424
O 5.6750 12.0201 7.7419
C 6.5732 11.6323 8.5745
O 6.4009 11.5034 9.7495
N 7.7988 11.2864 8.0446
N 8.8472 11.2181 8.9434
H 4.4404 13.3090 8.5888
H 4.0512 11.6814 9.1086
H 3.6058 12.3244 7.4272
H 7.9838 11.6846 7.1649
H 9.2470 12.1449 9.1122
H 9.5664 10.5591 8.5222
I 10.9697 10.3092 11.9570
I 12.8918 9.8392 10.1396
F 11.0159 13.8949 10.6685
C 10.1634 14.6543 11.3291
F 10.5588 14.5161 12.6036
F 10.1999 15.9121 10.9873
S 8.4580 13.9652 10.9655
O 8.5189 12.5878 11.4851
O 8.4692 14.0347 9.5362
N 7.3153 14.6422 11.6626
S 6.6270 16.1020 11.9291
O 5.4358 15.8682 12.6835
O 7.6111 17.0942 12.3380
C 6.2236 16.7672 10.2436
F 5.1715 16.2352 9.6923
F 7.2934 16.3703 9.5296
F 6.2030 18.0829 10.2916
C 9.3937 9.9112 17.7404
C 9.0194 10.1087 16.3277
C 8.3591 8.9477 15.6406
C 8.1307 9.0264 14.3399
N 8.1873 10.2547 13.6015
C 8.6842 11.5131 14.3018
C 9.2192 11.2396 15.6523
H 8.5218 10.1212 18.3208
H 10.2289 10.5969 18.0626
H 9.6270 8.8495 17.9811
H 8.1657 7.9992 16.0908
H 7.6769 8.3083 13.7433
H 9.4130 12.0609 13.7110
H 9.7313 12.0731 16.0791
*
```

Summary:
E_tot = -133650.70347 eV
E_HOMO (spin up / spin down) = -11.26 / -11.26 eV
Kohn-Sham gap (spin up / spin down) = 6.4 / 6.4 eV

***

Record 7
The following is a DFT calculation (ωB97M-V with the def2-TZVPD basis set) of 8 unconnected molecules or ions with the total composition C28H72N8O12 in a non-equilibrium geometry.

```
! wB97M-V def2-TZVPD RIJCOSX def2/J DEFGRID3
* xyz 4 1
C -3.1700 6.2945 -0.4126
C -2.6497 5.8037 -1.8049
N -1.7036 4.6341 -1.6684
C -1.2256 4.2746 -3.0937
C -0.4512 4.9680 -0.7738
C 0.3294 6.1979 -1.1929
C -2.3649 3.3127 -1.1977
C -3.8141 3.1121 -1.6198
O -3.7749 3.1828 -3.0756
C -4.9639 3.6290 -3.7563
H -3.7819 7.1717 -0.6225
H -2.3687 6.5803 0.2688
H -3.7392 5.5772 0.1787
H -2.0437 6.5339 -2.3412
H -3.4663 5.5961 -2.4964
H -1.9818 4.5063 -3.8438
H -0.8940 3.2391 -3.1698
H -0.2644 4.7294 -3.3331
H 0.1492 4.0602 -0.8329
H -0.6638 5.2646 0.2533
H 0.6409 6.0328 -2.2243
H 1.2552 6.2153 -0.6179
H -0.3071 7.0707 -1.0468
H -2.2611 3.4094 -0.1170
H -1.7730 2.4473 -1.4958
H -4.5937 3.7845 -1.2617
H -4.2304 2.1182 -1.4561
H -5.6953 2.8595 -3.5093
H -4.8231 3.6989 -4.8350
H -5.3352 4.5449 -3.2967
C 3.3560 -4.1864 -4.0881
C 2.2355 -3.5444 -3.2057
N 1.8558 -4.3285 -1.8581
C 3.1638 -4.8238 -1.2667
C 1.2184 -3.3216 -0.8595
C -0.2831 -2.9518 -1.0946
C 0.8772 -5.5087 -2.2175
C 0.6142 -6.4593 -1.0755
O 0.1217 -5.8264 0.1298
C -0.0650 -6.7545 1.1886
H 4.2980 -4.1363 -3.5420
H 3.4457 -3.6991 -5.0590
H 3.2880 -5.2700 -4.1847
H 1.2638 -3.4807 -3.6955
H 2.5595 -2.5323 -2.9630
H 3.6160 -5.6921 -1.7458
H 3.0067 -5.1135 -0.2277
H 3.7862 -3.9302 -1.3129
H 1.9100 -2.4811 -0.9173
H 1.0839 -3.7089 0.1505
H -0.7522 -2.2283 -0.4279
H -0.8718 -3.8543 -0.9298
H -0.4122 -2.7313 -2.1543
H 1.2851 -6.0803 -3.0512
H -0.0277 -4.9792 -2.5155
H 1.5772 -6.9329 -0.8847
H -0.0213 -7.2731 -1.4247
H -0.8840 -7.4612 1.0547
H -0.1626 -6.2588 2.1545
H 0.8094 -7.4053 1.1809
C 3.7692 -1.7665 1.5162
C 3.8122 -1.7286 2.9933
O 4.7469 -2.0075 3.7008
N 2.5663 -1.1228 3.6864
H 2.4532 -0.1956 3.3023
H 1.7438 -1.5833 3.3236
C 2.6847 -1.0873 5.2376
H 3.8530 -2.7969 1.1709
H 4.5004 -1.1150 1.0376
H 2.7980 -1.4162 1.1666
H 3.1111 -2.0192 5.6089
H 1.7430 -1.0015 5.7797
H 3.4607 -0.3682 5.5001
C 2.7777 3.4597 -3.5425
C 2.8605 3.6746 -2.0704
O 3.5015 4.6221 -1.6617
N 2.6265 2.4257 -1.1574
H 2.2353 2.8131 -0.3107
H 1.8948 1.8078 -1.4782
C 3.9333 1.6690 -0.9282
H 3.2147 4.2941 -4.0909
H 1.7750 3.2047 -3.8857
H 3.3367 2.6273 -3.9699
H 3.6581 0.6588 -0.6250
H 4.5926 2.1778 -0.2250
H 4.4902 1.6637 -1.8651
C -3.6766 -4.0978 5.4463
C -3.7151 -3.5272 4.0599
O -4.5184 -2.5946 3.7343
N -2.7775 -4.0816 2.9614
H -2.6097 -5.0672 3.1044
H -3.2218 -3.8990 2.0730
C -1.4455 -3.2255 2.9710
H -4.6686 -4.1732 5.8917
H -3.0651 -3.4382 6.0621
H -3.2783 -5.1093 5.5261
H -1.3286 -2.7767 3.9574
H -1.4141 -2.5002 2.1579
H -0.7568 -4.0615 2.8491
C -0.9013 4.4494 3.2021
C -1.9406 3.3271 2.9156
O -2.9806 3.6770 2.4154
N -1.6098 1.8493 3.3286
H -0.9210 1.5927 2.6359
H -1.1889 1.7517 4.2416
C -2.7728 0.8285 3.1794
H -1.4463 5.3848 3.0752
H -0.1426 4.5357 2.4243
H -0.5806 4.2993 4.2329
H -3.6486 1.0454 3.7911
H -2.4632 -0.2060 3.3276
H -3.2318 0.9735 2.2014
N 1.1950 -0.0438 -3.3493
O 0.8158 1.0268 -2.9600
O 2.3722 -0.1892 -3.5236
O 0.4268 -0.8809 -3.8325
N 0.3356 0.0316 0.7363
O 0.4742 -0.6561 1.6319
O 1.1070 -0.0256 -0.1877
O -0.4880 0.9955 0.7437
*
```

Summary:
E_tot = -66644.45339 eV
E_HOMO = -15.99 eV
Kohn-Sham gap = 6.2 eV

***

Record 8
The following is a DFT calculation (ωB97M-V with the def2-TZVPD basis set) of 13 unconnected molecules or ions with the total composition C5H33NO13 in a non-equilibrium geometry.

```
! wB97M-V def2-TZVPD RIJCOSX def2/J DEFGRID3
* xyz 0 1
C 1.3583 -1.4076 0.1037
N 0.3703 -1.8202 0.9030
C -0.3956 -3.0639 0.6731
C -1.5781 -3.0086 1.6505
C -1.2479 -1.8767 2.6478
C 0.0878 -1.2570 2.2238
O 2.1763 -0.5287 0.4699
H 1.5089 -1.8991 -0.8682
H -0.7484 -3.1131 -0.3465
H 0.2449 -3.9385 0.8183
H -1.6947 -3.9520 2.1566
H -2.4959 -2.7379 1.1095
H -1.1889 -2.2186 3.6981
H -2.0587 -1.1420 2.6729
H 0.8967 -1.5365 2.9314
H 0.0136 -0.1864 2.1867
H -0.6980 -1.4288 -4.2252
H -0.7467 0.1034 -4.5397
O -1.3012 -0.6970 -4.4095
H -1.9579 3.3465 -0.7241
H -1.2363 4.5929 -1.3084
O -1.0437 3.7381 -0.9101
H -0.0062 2.1863 -4.9764
H 0.4319 1.5388 -3.5932
O 0.3813 1.4059 -4.5716
H 1.2827 1.9040 -1.4266
H -0.1539 2.4632 -1.5469
O 0.4443 1.7532 -1.8835
H 3.6205 -3.7223 1.5584
H 3.5739 -2.4151 0.8269
O 3.3445 -3.3483 0.7125
H -2.5837 0.0508 -2.5313
H -1.9639 0.3565 -1.1363
O -2.7991 0.3565 -1.6269
H -3.1094 2.3514 0.4973
H -3.2557 1.8055 -0.9709
O -3.3275 2.6290 -0.4265
H 1.9642 1.1058 0.9963
H 2.8966 2.1774 1.6028
O 1.9965 2.0563 1.2818
H 2.0850 -3.9819 -0.7270
H 1.7205 -4.7285 -2.0089
O 1.4416 -3.9832 -1.4538
H -0.4958 3.7143 0.7416
H 0.5626 3.0201 1.6577
O -0.2799 3.5360 1.6909
H -1.5765 2.4953 2.0306
H -2.9190 2.3992 2.7667
O -2.4091 1.9514 2.0799
H 2.6398 -0.4242 2.1778
H 2.4624 0.6140 3.3263
O 2.9026 -0.2119 3.0977
*
```

Summary:
E_tot = -33830.77812 eV
E_HOMO = -10.00 eV
Kohn-Sham gap = 10.3 eV

***

Record 9
The following is a DFT calculation (ωB97M-V with the def2-TZVPD basis set) of C4H9NO2 in the gas phase in a non-equilibrium geometry.

```
! wB97M-V def2-TZVPD RIJCOSX def2/J DEFGRID3
* xyz 0 1
C 1.2817 1.5446 0.4363
C 0.5718 0.3189 -0.1198
O 1.1148 -0.8643 0.4747
C -0.9462 0.2809 0.1143
C -1.5829 -0.7973 -0.8070
N -1.2498 -2.1202 -0.3917
O -2.3161 -0.5364 -1.7240
H 1.2011 1.5886 1.5277
H 0.8817 2.4683 0.0082
H 2.3476 1.4943 0.1776
H 0.7284 0.2855 -1.2084
H 2.0606 -0.8926 0.2799
H -1.1063 0.0966 1.1926
H -1.4201 1.2294 -0.1317
H -1.3378 -1.8948 0.5993
H -0.2285 -2.2015 -0.4281
*
```

Summary:
E_tot = -9878.60703 eV
SMILES string = C[C@@H](O)CC(N)=O
E_HOMO = -9.76 eV
Kohn-Sham gap = 10.3 eV

***

Record 10
The following is a DFT calculation (ωB97M-V with the def2-TZVPD basis set) of C3H5N3 in the gas phase in a non-equilibrium geometry.

```
! wB97M-V def2-TZVPD RIJCOSX def2/J DEFGRID3
* xyz 0 1
C 0.5924 0.4238 -1.4775
C -0.1948 -0.2298 -0.4021
N 0.3633 -0.9293 0.6321
N -0.1453 0.2859 1.3038
C -1.1398 0.0457 2.1505
N -1.9870 -0.0754 2.9311
H 0.2502 0.1143 -2.4675
H 1.6627 0.2162 -1.3777
H 0.4687 1.5104 -1.3920
H -1.2496 -0.4214 -0.5679
H 1.3793 -0.9403 0.6674
*
```

Summary:
E_tot = -7658.75737 eV
SMILES string = C[C@H]1NN1C#N
E_HOMO = -9.79 eV
Kohn-Sham gap = 10.2 eV

***

Record 11
The following is a DFT calculation (ωB97M-V with the def2-TZVPD basis set) of C2H4BrOP in the gas phase in a non-equilibrium geometry.

```
! wB97M-V def2-TZVPD RIJCOSX def2/J DEFGRID3
* xyz 0 1
C -0.1132 0.1651 1.2775
C 0.0589 0.1304 -0.2686
O -1.0430 -0.4092 -2.6842
P -0.6045 -1.1347 -1.4935
Br 1.9230 -0.5105 -0.7466
H 0.6228 -0.4370 1.6265
H -1.0569 -0.1695 1.4390
H 0.0509 1.1927 1.6334
H 0.1618 1.1728 -0.7836
*
```

Summary:
E_tot = -83516.77327 eV
E_HOMO = -9.63 eV
Kohn-Sham gap = 9.3 eV

***

Repeat the fourth record exactly.
The following is a DFT calculation (ωB97M-V with the def2-TZVPD basis set) of a molecular structure, C4H6NO3 in a non-equilibrium geometry.

```
! wB97M-V def2-TZVPD RIJCOSX def2/J DEFGRID3
* xyz -1 1
O -1.9819 -0.6113 -0.8967
C -0.8614 -0.7518 -0.3100
C -0.6347 0.1839 0.8951
C -1.1964 1.5842 0.6584
N 0.8219 0.2505 1.1198
C 1.3434 -0.2762 -0.1700
O 0.3747 -0.3491 -1.0968
O 2.4804 -0.5789 -0.4028
H -0.6679 -1.8212 -0.0628
H -1.2266 -0.2269 1.7082
H -1.1279 2.1528 1.5760
H -0.6506 2.1590 -0.0988
H -2.2352 1.5370 0.3726
H 1.2587 0.9378 0.3496
*
```

Summary:
E_tot = -11876.99537 eV
E_HOMO = -3.50 eV
Kohn-Sham gap = 7.6 eV